Below is a structure of composition C31H52BrCoN5P2, with properties calculated with ωB97M-V/def2-TZVPD.

Geometry as ORCA input:
```
! RIJCOSX wB97M-V def2-TZVPD def2/J DEFGRID3
* xyz 2 4
N 3.94 -0.98 -4.47
C 4.37 -0.27 -3.43
C 3.63 -0.17 -2.23
C 2.39 -0.84 -2.12
C 1.95 -1.56 -3.25
C 2.78 -1.62 -4.39
C 1.63 -0.87 -0.83
Co 0.03 -0.11 -0.26
P -2.83 -0.78 1.43
C 0.55 -1.86 -0.59
C 0.76 -2.92 0.44
C 0.01 -4.11 0.39
C 0.03 -5.00 1.48
C 0.82 -4.71 2.61
C 1.66 -3.58 2.60
C 1.68 -2.75 1.48
Br 0.76 -5.80 4.08
H 2.33 -0.75 0.01
H -0.04 -2.22 -1.44
H 4.07 0.40 -1.41
H 1.00 -2.10 -3.26
H 5.34 0.23 -3.54
H 2.48 -2.22 -5.26
H -0.57 -4.34 -0.51
H 2.47 -2.01 1.38
H -0.59 -5.89 1.45
H 2.30 -3.35 3.44
P -1.01 0.92 -1.80
C -2.13 -1.69 2.86
C -3.16 -2.63 3.48
H -1.80 -0.95 3.61
H -1.24 -2.25 2.52
H -2.71 -3.20 4.30
H -4.02 -2.08 3.89
H -3.54 -3.35 2.74
C -2.46 -1.92 0.05
C -3.62 -2.86 -0.28
H -1.59 -2.51 0.35
H -2.21 -1.31 -0.84
H -3.40 -3.43 -1.19
H -3.78 -3.57 0.55
H -4.55 -2.29 -0.44
C -2.08 0.86 1.58
C -2.79 1.75 2.60
H -2.13 1.35 0.59
H -1.01 0.67 1.84
H -2.37 2.77 2.61
H -3.85 1.84 2.34
H -2.71 1.35 3.62
C -1.44 2.70 -1.46
C -2.19 3.42 -2.59
H -0.48 3.21 -1.26
H -2.05 2.74 -0.54
H -1.74 3.23 -3.57
H -3.24 3.11 -2.63
H -2.17 4.50 -2.40
C -2.66 0.34 -2.48
C -2.69 -0.91 -3.35
H -3.02 1.18 -3.09
H -3.36 0.25 -1.63
H -2.13 -0.75 -4.29
H -2.29 -1.81 -2.87
H -3.74 -1.12 -3.63
C -0.12 1.06 -3.41
C 1.06 2.02 -3.48
H -0.87 1.31 -4.17
H 0.23 0.04 -3.65
H 1.40 2.08 -4.53
H 0.80 3.04 -3.15
H 1.91 1.65 -2.89
C 2.50 1.84 0.39
N 1.21 1.41 1.00
C 0.48 2.67 1.28
N 1.18 3.54 2.22
C 2.45 3.94 1.58
N 3.27 2.75 1.27
C 3.54 2.04 2.53
N 2.29 1.59 3.19
C 1.54 0.71 2.28
C 1.46 2.80 3.46
H 2.29 2.36 -0.56
H 3.15 0.98 0.21
H -0.51 2.48 1.71
H 0.37 3.22 0.34
H 3.00 4.59 2.27
H 2.23 4.48 0.65
H 4.15 1.15 2.31
H 4.08 2.70 3.22
H 0.63 0.39 2.81
H 2.18 -0.15 2.06
H 2.01 3.45 4.15
H 0.50 2.48 3.90
*
```

* HOMO (alpha / beta): -13.194 / -13.407 eV
* ΔE to the lowest compared entry with this formula, charge and spin: 33.53 kJ/mol
* frontier orbital gap (alpha / beta): 6.5 / 4.2 eV
* ⟨S²⟩: 3.799
* LUMO (alpha / beta): -6.683 / -9.187 eV
* electronic energy: -6125.000768 Eh